1.
Molecular formula: C47H42F3FeGeN5P
Method: DFT, the ωB97M-V functional and the def2-TZVPD basis

Each line ends with the Mulliken spin population.
Geometry (Å):
Fe1 -0.799 1.089 -0.115  3.94
F1 -2.279 -3.642 5.127  0.00
C1 -3.305 -3.127 4.439  0.00
F2 -4.043 -4.145 3.974  0.00
F3 -4.064 -2.421 5.285  0.00
C2 -2.822 -2.262 3.298  0.00
C3 -3.697 -1.369 2.695  0.01
C4 -3.208 -0.574 1.676  0.04
N1 -1.947 -0.633 1.242  0.07
C5 -1.140 -1.548 1.785  0.02
C6 -1.525 -2.371 2.828  0.01
H1 -4.721 -1.280 3.028  0.00
H2 -3.854 0.146 1.194  -0.01
H3 -0.144 -1.623 1.375  0.01
H4 -0.827 -3.065 3.273  0.00
N2 0.637 4.407 -2.742  0.01
C7 -0.599 4.117 -3.263  0.02
C8 -1.119 3.154 -2.459  0.08
N3 -0.213 2.857 -1.458  0.03
C9 0.833 3.634 -1.662  0.03
H5 1.280 5.088 -3.113  0.00
H6 -0.994 4.597 -4.140  0.00
H7 -2.063 2.640 -2.534  -0.03
H8 1.732 3.642 -1.068  0.00
N4 -1.925 3.756 1.278  0.01
C10 -2.993 4.536 1.505  0.01
C11 -4.101 3.847 1.065  0.00
C12 -3.597 2.640 0.579  0.03
N5 -2.273 2.584 0.720  0.08
H9 -0.961 3.937 1.513  0.00
H10 -2.902 5.517 1.939  0.00
H11 -5.128 4.164 1.085  0.00
H12 -4.144 1.833 0.119  -0.01
C13 -3.723 -0.521 -2.268  0.03
Ge1 -1.764 -0.655 -1.932  0.34
C14 -0.926 -0.571 -3.761  0.10
C15 -0.040 0.421 -4.161  -0.07
C16 0.467 0.431 -5.455  0.01
C17 0.082 -0.553 -6.352  0.00
C18 -0.802 -1.546 -5.956  0.01
C19 -1.298 -1.565 -4.659  0.03
C20 -1.479 -2.522 -1.317  0.07
C21 -2.568 -3.304 -1.011  -0.02
C22 -2.413 -4.588 -0.458  0.00
C23 -1.162 -5.100 -0.243  0.03
C24 -0.012 -4.351 -0.583  -0.01
C25 1.291 -4.875 -0.412  0.00
C26 2.395 -4.153 -0.777  0.00
C27 2.244 -2.863 -1.316  0.01
C28 0.995 -2.323 -1.473  0.08
C29 -0.169 -3.042 -1.117  -0.06
H13 -3.980 -1.230 -3.055  0.01
H14 -4.000 0.478 -2.606  0.01
H15 -4.308 -0.752 -1.377  -0.01
H16 0.259 1.198 -3.472  0.02
H17 1.163 1.202 -5.760  0.00
H18 0.472 -0.549 -7.361  0.00
H19 -1.104 -2.315 -6.654  0.00
H20 -1.969 -2.362 -4.359  0.00
H21 -3.571 -2.939 -1.192  0.00
H22 -3.292 -5.166 -0.203  0.00
H23 -1.040 -6.093 0.170  0.00
H24 1.400 -5.867 0.009  0.00
H25 3.386 -4.574 -0.664  0.00
H26 3.118 -2.301 -1.629  0.00
H27 0.882 -1.345 -1.926  -0.02
C30 2.172 -2.220 4.320  0.00
C31 1.726 -0.958 4.683  0.00
C32 1.514 0.016 3.718  0.00
C33 1.769 -0.260 2.376  0.01
C34 2.224 -1.530 2.018  0.02
C35 2.429 -2.500 2.985  0.00
P1 1.412 0.930 1.033  0.06
C36 1.721 2.549 1.819  0.02
C37 0.735 3.025 2.691  0.01
C38 0.881 4.255 3.314  0.00
C39 2.016 5.021 3.079  0.00
C40 3.008 4.540 2.237  0.00
C41 2.856 3.319 1.592  0.01
C42 2.813 0.682 -0.103  -0.11
C43 4.119 0.459 0.333  0.00
C44 5.127 0.251 -0.593  0.00
C45 4.851 0.277 -1.956  0.00
C46 3.555 0.502 -2.396  0.01
C47 2.544 0.697 -1.470  -0.12
H28 2.325 -2.978 5.076  0.00
H29 1.548 -0.728 5.725  0.00
H30 1.170 0.990 4.032  0.00
H31 2.421 -1.763 0.982  0.00
H32 2.793 -3.479 2.700  0.00
H33 -0.136 2.410 2.898  -0.01
H34 0.117 4.609 3.996  0.00
H35 2.124 5.986 3.553  0.00
H36 3.913 5.114 2.092  0.00
H37 3.632 2.970 0.923  0.00
H38 4.352 0.443 1.391  0.00
H39 6.138 0.061 -0.259  0.00
H40 5.646 0.119 -2.673  0.00
H41 3.334 0.510 -3.456  0.00
H42 1.524 0.854 -1.798  0.15

Total charge: +2
Max |F| in eV Å⁻¹: 2.222
HOMO energy (spin up / spin down) in eV: -12.62 / -12.65
Multiplicity: 6
E_LUMO (spin up / spin down) in hartree: -0.171 / -0.274
⟨S²⟩: 8.76



2.
Molecular formula: C65H77N4
Method: DFT, the ωB97M-V functional and the def2-TZVPD basis

Each line ends with the Löwdin charge.
Geometry (Å):
C1 -1.180 -0.082 0.139  -0.06
C2 -2.508 -0.052 0.875  -0.50
C3 -3.502 -0.703 -0.100  -0.08
C4 -2.466 -0.966 2.094  -0.03
C5 -2.941 1.406 1.301  -0.07
C6 -4.032 1.932 0.606  -0.04
C7 -4.814 2.947 1.140  -0.05
C8 -4.414 3.551 2.323  -0.04
C9 -3.153 3.307 2.871  -0.05
C10 -2.784 4.328 4.011  -0.52
C11 -1.290 4.543 4.146  -0.06
C12 -3.388 3.851 5.337  -0.04
C13 -3.346 5.735 3.722  -0.07
C14 -2.398 2.184 2.379  -0.06
N1 -1.134 1.821 2.984  0.00
C15 -1.029 1.371 4.382  -0.11
C16 0.438 1.475 4.698  -0.10
N2 1.088 1.629 3.380  -0.02
C17 2.529 1.465 3.278  -0.07
C18 3.084 0.141 3.300  -0.09
C19 2.326 -1.223 3.426  -0.52
C20 3.071 -2.330 2.659  -0.07
C21 0.925 -1.195 2.848  -0.05
C22 2.282 -1.640 4.900  -0.03
C23 4.469 -0.008 3.291  -0.05
C24 5.327 1.068 3.141  -0.05
C25 4.803 2.345 3.207  -0.04
C26 3.433 2.578 3.294  -0.06
C27 3.139 4.090 3.555  -0.52
C28 4.032 5.003 2.696  -0.05
C29 3.452 4.390 5.027  -0.03
C30 1.713 4.451 3.234  -0.06
C31 0.130 1.918 2.415  -0.25
C32 0.289 2.272 1.081  -0.06
C33 1.546 2.454 0.389  -0.23
C34 2.549 1.453 0.293  -0.05
C35 3.768 1.744 -0.323  -0.10
C36 3.967 2.981 -0.955  -0.11
C37 2.928 3.921 -0.990  -0.10
C38 1.730 3.662 -0.332  -0.05
H1 -0.355 0.121 0.825  0.04
H2 -1.006 -1.072 -0.312  0.05
H3 -1.159 0.665 -0.665  0.10
H4 -4.515 -0.735 0.317  0.09
H5 -3.514 -0.187 -1.066  0.08
H6 -3.192 -1.739 -0.299  0.08
H7 -3.475 -1.063 2.517  0.10
H8 -2.106 -1.965 1.806  0.08
H9 -1.808 -0.576 2.872  0.04
H10 -4.349 1.489 -0.336  0.10
H11 -5.736 3.247 0.646  0.11
H12 -5.090 4.269 2.790  0.11
H13 -0.859 4.906 3.206  0.10
H14 -1.072 5.275 4.939  0.11
H15 -0.791 3.623 4.434  0.04
H16 -4.470 4.035 5.352  0.09
H17 -3.244 2.776 5.497  0.07
H18 -2.937 4.387 6.185  0.10
H19 -4.435 5.788 3.824  0.07
H20 -2.931 6.461 4.435  0.09
H21 -3.071 6.068 2.714  0.10
H22 -1.651 1.975 5.052  0.10
H23 -1.398 0.341 4.465  0.11
H24 0.681 2.347 5.328  0.12
H25 0.808 0.582 5.215  0.10
H26 3.999 -2.624 3.159  0.07
H27 2.450 -3.232 2.600  0.09
H28 3.308 -2.016 1.634  0.09
H29 0.319 -0.430 3.319  0.05
H30 0.938 -1.017 1.767  0.07
H31 0.403 -2.144 3.039  0.10
H32 1.917 -0.842 5.555  0.07
H33 1.627 -2.514 5.027  0.09
H34 3.287 -1.913 5.244  0.09
H35 4.918 -0.993 3.395  0.10
H36 6.399 0.915 3.020  0.11
H37 5.502 3.178 3.239  0.11
H38 4.042 4.683 1.647  0.08
H39 3.655 6.034 2.733  0.09
H40 5.061 5.036 3.070  0.07
H41 2.845 3.770 5.700  0.08
H42 4.510 4.186 5.237  0.09
H43 3.260 5.447 5.254  0.09
H44 1.039 3.828 3.809  0.04
H45 1.515 5.500 3.489  0.10
H46 1.487 4.296 2.172  0.08
H47 -0.635 2.576 0.586  0.11
H48 2.393 0.485 0.788  0.10
H49 4.582 1.016 -0.284  0.10
H50 4.928 3.209 -1.430  0.10
H51 3.066 4.874 -1.500  0.10
H52 0.937 4.418 -0.282  0.12
C39 4.230 -1.765 -7.658  -0.03
N3 3.224 -0.888 -7.021  -0.12
C40 2.530 -0.026 -7.924  -0.24
C41 1.711 -0.588 -8.918  -0.02
C42 1.026 0.225 -9.830  -0.07
C43 1.192 1.617 -9.795  -0.08
C44 2.050 2.183 -8.842  -0.07
C45 2.710 1.372 -7.903  -0.01
C46 2.610 -1.334 -5.825  -0.17
C47 2.581 -0.491 -4.680  0.03
C48 1.945 -0.891 -3.524  0.02
C49 1.226 -2.134 -3.457  -0.18
C50 0.460 -2.405 -2.288  0.12
C51 -0.467 -3.478 -2.111  -0.18
C52 -0.836 -3.893 -0.785  0.00
C53 -1.730 -4.928 -0.570  0.03
C54 -2.287 -5.645 -1.661  -0.18
N4 -3.242 -6.675 -1.434  -0.14
C55 -2.757 -8.072 -1.473  -0.03
C56 -4.616 -6.478 -1.776  -0.25
C57 -5.067 -6.767 -3.070  -0.03
C58 -6.400 -6.522 -3.436  -0.07
C59 -7.320 -6.055 -2.488  -0.08
C60 -6.895 -5.840 -1.169  -0.08
C61 -5.553 -6.042 -0.812  -0.01
C62 -1.913 -5.265 -2.970  0.03
C63 -1.124 -4.145 -3.193  0.00
C64 1.369 -3.020 -4.574  0.01
C65 2.002 -2.609 -5.738  0.02
H53 4.846 -2.245 -6.889  0.10
H54 3.771 -2.537 -8.294  0.08
H55 4.872 -1.140 -8.291  0.10
H56 1.592 -1.675 -8.956  0.11
H57 0.359 -0.230 -10.566  0.11
H58 0.658 2.255 -10.510  0.11
H59 2.198 3.266 -8.827  0.11
H60 3.368 1.817 -7.152  0.11
H61 3.090 0.471 -4.716  0.13
H62 1.969 -0.272 -2.619  0.12
H63 0.685 -1.793 -1.405  0.12
H64 -0.339 -3.405 0.060  0.12
H65 -2.020 -5.198 0.443  0.13
H66 -3.553 -8.732 -1.111  0.10
H67 -2.478 -8.385 -2.492  0.08
H68 -1.883 -8.169 -0.817  0.09
H69 -4.361 -7.152 -3.810  0.11
H70 -6.718 -6.691 -4.467  0.11
H71 -8.363 -5.865 -2.772  0.11
H72 -7.617 -5.501 -0.421  0.11
H73 -5.222 -5.861 0.215  0.11
H74 -2.268 -5.844 -3.826  0.12
H75 -0.965 -3.784 -4.211  0.11
H76 0.999 -4.045 -4.485  0.12
H77 2.004 -3.279 -6.601  0.13

Total charge: +1
Max |F| in eV Å⁻¹: 2.348
HOMO energy in eV: -8.51
Multiplicity: 1
E_LUMO in hartree: -0.190